This record from the OMol25 dataset describes C26H28N6O2SScSi as an isolated structure. The level of theory is ωB97M-V/def2-TZVPD.

Computed properties:
* E_tot: -2934.96096 Eh
* HOMO: -10.683 eV
* total charge: +1

Last column: Löwdin charge in e.
CARTESIAN COORDINATES (ANGSTROEM)
Sc (-0.717, 0.240, -0.090)  1.13
N (2.196, -7.243, -2.627)  0.13
C (1.660, -6.099, -2.121)  -0.30
C (0.803, -6.145, -1.008)  -0.01
C (0.248, -4.993, -0.504)  -0.04
C (0.536, -3.774, -1.114)  -0.32
C (1.392, -3.704, -2.213)  -0.05
C (1.947, -4.856, -2.713)  -0.02
S (-0.122, -2.335, -0.445)  0.61
O (-0.547, -2.568, 0.914)  -0.28
O (-1.181, -1.709, -1.279)  -0.36
N (0.943, -1.124, -0.476)  -0.19
C (1.687, -0.933, 0.694)  -0.48
N (2.496, -1.870, 1.167)  0.17
C (3.120, -1.574, 2.303)  -0.08
C (2.950, -0.360, 2.959)  -0.02
C (2.077, 0.535, 2.387)  -0.10
N (1.430, 0.262, 1.248)  0.09
H (2.069, -8.116, -2.150)  0.11
H (2.891, -7.206, -3.349)  0.10
H (0.587, -7.099, -0.542)  0.12
H (-0.398, -5.022, 0.363)  0.12
H (1.637, -2.745, -2.653)  0.11
H (2.618, -4.811, -3.562)  0.12
H (3.774, -2.340, 2.703)  0.12
H (3.468, -0.129, 3.878)  0.11
H (1.884, 1.500, 2.837)  0.12
C (-0.834, 4.745, 0.755)  0.00
C (-1.064, 3.366, 0.750)  -0.09
N (-0.665, 2.576, -0.230)  0.05
C (-0.022, 3.133, -1.288)  -0.14
C (0.270, 4.493, -1.361)  -0.13
C (-0.155, 5.306, -0.293)  0.03
C (0.964, 5.009, -2.509)  0.00
C (1.307, 4.198, -3.529)  0.00
C (0.977, 2.800, -3.498)  -0.13
C (1.255, 1.918, -4.558)  0.02
C (0.874, 0.606, -4.463)  -0.01
C (0.230, 0.171, -3.301)  -0.09
N (-0.032, 0.973, -2.289)  0.06
C (0.325, 2.272, -2.384)  -0.14
H (-1.188, 5.340, 1.585)  0.12
H (-1.576, 2.889, 1.570)  0.06
H (0.052, 6.369, -0.318)  0.13
H (1.198, 6.066, -2.539)  0.12
H (1.826, 4.588, -4.396)  0.12
H (1.759, 2.289, -5.442)  0.13
H (1.058, -0.093, -5.266)  0.12
H (-0.088, -0.857, -3.190)  0.10
C (-3.513, -0.243, 4.221)  -0.19
Si (-2.750, 0.977, 3.039)  0.38
C (-4.023, 2.324, 2.763)  -0.18
C (-1.231, 1.730, 3.871)  -0.18
C (-2.312, 0.128, 1.446)  -0.35
H (-3.836, 0.248, 5.144)  0.04
H (-2.815, -1.041, 4.488)  0.04
H (-4.389, -0.707, 3.760)  0.04
H (-4.216, 2.844, 3.706)  0.04
H (-4.967, 1.881, 2.432)  0.04
H (-3.744, 3.077, 2.021)  0.02
H (-1.205, 1.498, 4.939)  0.04
H (-1.191, 2.820, 3.782)  0.03
H (-0.327, 1.316, 3.420)  -0.01
H (-3.227, 0.135, 0.829)  0.01
H (-2.175, -0.925, 1.725)  -0.01

This record from the OMol25 dataset describes a 2-piece molecular cluster, CH3NO3S overall in a non-equilibrium geometry. The level of theory is ωB97M-V/def2-TZVPD.

Computed properties:
* E_tot: -718.39833 Eh
* HOMO (alpha / beta): -9.770 / -9.770 eV
* SMILES: [O-][N+](O)=S.C=O

Last column: Löwdin charge in e.
CARTESIAN COORDINATES (ANGSTROEM)
O (2.980, -0.401, -0.537)  0.01
N (2.016, -0.023, 0.037)  -0.88
O (1.208, -1.107, 0.423)  -0.02
S (1.648, 1.457, 0.306)  0.77
H (0.564, -0.939, 1.164)  0.12
C (-2.126, 0.239, -0.361)  -0.15
O (-2.052, 0.067, 0.809)  0.00
H (-1.192, 0.248, -0.948)  0.07
H (-3.048, 0.461, -0.893)  0.08

This record from the OMol25 dataset describes C26H32BN8O2Ru as an isolated structure. The level of theory is ωB97M-V/def2-TZVPD.

Computed properties:
* E_tot: -1718.29013 Eh
* multiplicity: 2
* HOMO (alpha / beta): 0.510 / -0.149 eV
* <S²>: 0.763
* total charge: -2

Last column: Löwdin charge in e.
CARTESIAN COORDINATES (ANGSTROEM)
Ru (0.026, -0.039, -1.042)  1.22
C (-1.697, 4.099, -1.995)  -0.09
C (-0.647, 3.167, -2.072)  -0.15
N (-1.080, 1.963, -1.755)  0.00
N (-2.380, 2.075, -1.455)  -0.03
C (-2.785, 3.349, -1.591)  -0.11
B (-3.147, 0.782, -1.118)  -0.53
N (-2.730, 0.198, 0.233)  -0.02
C (-3.478, 0.106, 1.348)  -0.10
C (-2.703, -0.453, 2.340)  -0.07
C (-1.460, -0.673, 1.725)  -0.15
N (-1.490, -0.277, 0.460)  -0.04
N (-2.807, -0.240, -2.233)  -0.02
C (-3.593, -0.658, -3.235)  -0.11
C (-2.813, -1.360, -4.131)  -0.08
C (-1.530, -1.326, -3.564)  -0.14
N (-1.547, -0.677, -2.409)  -0.02
H (-1.664, 5.160, -2.182)  0.07
H (0.395, 3.300, -2.317)  0.11
H (-3.808, 3.627, -1.394)  0.10
H (-4.340, 0.991, -1.104)  0.11
H (-4.498, 0.454, 1.348)  0.10
H (-2.979, -0.651, 3.362)  0.08
H (-0.541, -1.047, 2.142)  0.09
H (-4.641, -0.402, -3.243)  0.10
H (-3.118, -1.820, -5.056)  0.07
H (-0.610, -1.735, -3.943)  0.09
C (2.861, -1.533, -3.335)  -0.06
C (2.141, -0.937, -2.125)  -0.66
O (1.371, 0.188, -2.538)  -0.33
C (3.141, -0.510, -1.090)  -0.06
C (2.748, 0.136, 0.036)  -0.38
C (3.772, 0.553, 1.061)  -0.08
N (1.424, 0.416, 0.286)  -0.14
N (1.230, 0.922, 1.583)  0.01
C (0.334, 1.876, 1.711)  -0.55
O (-0.401, 2.420, 0.853)  -0.06
C (0.200, 2.341, 3.154)  -0.13
C (0.975, 1.838, 4.199)  -0.05
C (0.815, 2.309, 5.494)  -0.12
C (-0.130, 3.293, 5.776)  -0.15
C (-0.907, 3.798, 4.741)  -0.12
C (-0.741, 3.325, 3.444)  -0.04
H (2.125, -1.881, -4.067)  0.06
H (3.517, -2.366, -3.065)  0.05
H (3.463, -0.747, -3.805)  0.07
H (4.203, -0.661, -1.265)  0.08
H (4.774, 0.296, 0.705)  0.06
H (3.584, 0.051, 2.012)  0.06
H (3.717, 1.624, 1.263)  0.07
H (1.701, 1.071, 3.960)  0.09
H (1.428, 1.905, 6.294)  0.08
H (-0.257, 3.660, 6.789)  0.08
H (-1.648, 4.564, 4.947)  0.08
H (-1.329, 3.695, 2.613)  0.10
C (-0.184, -3.650, -0.388)  -0.08
C (1.202, -3.008, -0.560)  -0.59
C (2.138, -4.042, -1.199)  -0.08
C (1.745, -2.688, 0.834)  -0.07
C (1.002, -1.798, -1.500)  -0.24
H (-0.136, -4.540, 0.254)  0.07
H (-0.594, -3.945, -1.359)  0.07
H (-0.872, -2.929, 0.056)  0.06
H (2.173, -4.962, -0.601)  0.07
H (3.152, -3.641, -1.270)  0.07
H (1.803, -4.302, -2.209)  0.08
H (1.677, -3.579, 1.473)  0.07
H (1.185, -1.875, 1.293)  0.05
H (2.788, -2.375, 0.785)  0.07
H (0.472, -2.222, -2.359)  0.05